Density functional theory data (ωB97M-V/def2-TZVPD) for a molecular structure, C36H57Cl3N4OSSi4SnTe.

Geometry as XYZ:
```
108
Properties=species:S:1:pos:R:3:forces:R:3:mulliken_charge:R:1
Sn -0.74785 0.16502 0.63699 -0.23 0.20 -0.18 0.69
C 0.17793 -2.42575 -1.38755 -0.08 0.14 -0.02 -1.00
Si 1.67472 -2.23988 -0.30630 -0.01 0.04 0.06 -0.06
C 1.90617 -3.73563 0.75494 -0.05 -0.03 0.03 -0.98
C 3.15508 -1.76811 -1.32628 -0.02 -0.04 -0.02 -0.87
N 1.27764 -0.81599 0.79456 -0.05 -0.04 -0.23 0.50
C 2.08949 -0.28272 1.63018 0.18 0.09 0.11 0.79
C 3.46339 -0.72287 1.85302 -0.18 0.00 -0.01 -0.57
C 4.23636 -0.10678 2.75294 -0.02 0.13 0.08 -0.98
C 3.75312 1.01910 3.55351 0.08 -0.11 -0.07 -0.97
C 2.51192 1.49510 3.42357 -0.15 -0.05 -0.11 -0.70
C 1.58736 0.90258 2.45873 0.16 -0.09 0.09 1.08
N 0.38552 1.29048 2.26338 -0.09 0.13 -0.14 0.54
Si -0.48043 2.66486 3.13360 0.03 -0.09 0.00 -0.09
C -0.55880 2.21775 4.92670 -0.02 -0.01 0.04 -0.94
C 0.40587 4.23810 2.73267 0.03 0.02 -0.06 -0.99
C -2.18132 2.65586 2.38601 0.00 -0.03 -0.04 -0.74
H 0.40666 -3.16097 -2.16253 -0.01 -0.04 -0.01 0.51
H -0.11766 -1.51041 -1.90961 0.03 -0.05 0.00 0.29
H -0.69214 -2.79519 -0.84322 -0.05 -0.05 0.05 0.20
H 2.02539 -4.60180 0.09982 -0.01 -0.04 0.01 0.41
H 1.02054 -3.90603 1.37058 -0.01 -0.02 0.01 0.17
H 2.77308 -3.70118 1.41287 0.04 0.04 0.01 0.36
H 3.17569 -2.41435 -2.20697 0.03 0.00 -0.04 0.52
H 4.10931 -1.88530 -0.81428 0.01 -0.04 0.00 0.56
H 3.09968 -0.73503 -1.67100 -0.01 0.01 0.00 -0.08
H 3.84588 -1.55349 1.27997 -0.03 -0.01 0.02 0.26
H 5.25373 -0.44160 2.90582 0.01 0.01 0.01 0.49
H 4.43133 1.46674 4.26736 0.02 0.00 0.00 0.48
H 2.17157 2.32399 4.02559 -0.01 0.01 -0.02 0.29
H 0.39498 2.27565 5.44904 0.02 0.00 0.00 0.37
H -0.95857 1.21006 5.05727 -0.02 -0.02 0.02 0.26
H -1.24292 2.91007 5.42264 -0.02 0.00 0.04 0.41
H 1.38607 4.33387 3.19727 0.02 -0.01 0.02 0.36
H -0.20495 5.07328 3.08225 0.01 0.04 0.00 0.39
H 0.53135 4.35155 1.65404 0.00 0.03 -0.02 0.34
H -2.74257 1.75351 2.64089 0.00 -0.01 0.00 -0.08
H -2.17617 2.76580 1.29875 -0.02 0.02 -0.01 0.13
H -2.74264 3.50654 2.77849 -0.02 0.01 0.04 0.52
Cl 6.10926 2.30200 -0.32563 0.01 -0.01 0.02 -0.20
C 4.97832 2.45459 -1.62818 -0.03 0.01 0.00 0.39
C 4.62476 1.33532 -2.36309 0.03 0.04 -0.01 -1.46
C 3.69052 1.47160 -3.37575 0.05 0.05 -0.02 0.56
C 3.11291 2.69842 -3.69957 0.09 -0.02 -0.02 -0.44
C 2.07844 2.82567 -4.80250 0.09 0.04 -0.24 -0.57
C 1.00416 1.73610 -4.70124 0.03 0.06 -0.01 -1.34
N 0.36712 1.83897 -3.39023 -0.21 -0.16 -0.09 0.34
C -0.54581 2.78278 -2.99264 0.04 0.05 0.03 -0.65
C -0.79734 2.53842 -1.68075 0.07 0.12 0.05 -0.95
N -0.03201 1.46800 -1.26451 0.03 -0.15 0.22 -0.11
C 0.63733 1.06970 -2.33216 0.22 0.10 0.04 0.09
O 2.61648 2.95770 -6.10405 -0.02 0.05 0.12 -0.55
C 3.29201 1.86034 -6.72700 -0.07 0.00 0.00 -0.47
C 2.34129 0.95749 -7.46146 -0.02 0.03 0.01 0.14
C 2.13624 -0.37362 -7.25250 0.06 0.02 0.09 0.72
Cl 2.90586 -1.37597 -6.07453 0.01 0.10 0.06 -0.17
S 0.96731 -1.05915 -8.29771 -0.02 -0.01 -0.02 -0.16
C 0.71967 0.45666 -9.05416 0.02 0.01 0.03 -0.34
C 1.50721 1.42608 -8.52381 -0.02 -0.04 0.05 -0.90
C 3.51613 3.80311 -2.94851 -0.02 0.06 -0.01 1.02
Cl 2.87322 5.38454 -3.26050 0.01 -0.04 0.01 -0.21
C 4.43600 3.69396 -1.91535 0.00 -0.04 0.01 -0.94
H 5.08113 0.37869 -2.14977 0.02 0.02 -0.01 0.61
H 3.41113 0.58744 -3.93223 -0.01 -0.09 -0.09 0.70
H 1.56570 3.77748 -4.65501 0.01 -0.04 -0.01 0.78
H 1.40626 0.73053 -4.79464 0.03 -0.07 -0.03 0.22
H 0.25424 1.87353 -5.47971 0.02 0.01 0.01 0.55
H -0.92029 3.53503 -3.66379 -0.04 0.01 -0.02 0.53
H -1.45350 3.07290 -1.01663 -0.06 -0.01 0.02 0.60
H 1.35037 0.26650 -2.37433 -0.01 -0.07 0.01 0.17
H 3.91669 1.30610 -6.02573 -0.03 -0.03 0.07 0.23
H 3.95953 2.33512 -7.44641 0.01 -0.02 0.03 0.39
H 0.01638 0.54122 -9.86501 -0.02 0.01 -0.04 0.46
H 1.51132 2.44999 -8.86583 0.00 0.04 -0.02 0.41
H 4.72457 4.56755 -1.34961 0.01 0.02 0.00 0.49
C -2.87365 -1.93419 5.62495 0.00 0.08 0.01 -0.77
Si -1.86536 -3.33008 4.91216 -0.04 -0.06 -0.09 0.07
C -1.89596 -4.84508 5.98689 -0.02 -0.01 0.05 -1.00
C -0.10575 -2.76091 4.60895 0.05 0.02 -0.04 -0.56
C -2.62697 -3.82076 3.24897 0.02 0.04 0.13 -0.95
Te -2.51843 -2.32327 1.73407 0.13 -0.29 -0.01 -0.18
C -4.31161 -1.25825 2.20842 0.07 0.09 0.01 -0.06
Si -5.63994 -1.38788 0.85902 0.02 -0.03 -0.02 0.21
C -5.96580 -3.17570 0.46180 0.01 -0.05 0.05 -1.05
C -4.95398 -0.44936 -0.60678 0.08 0.01 0.00 -0.73
C -7.18394 -0.58009 1.50695 -0.04 0.02 -0.01 -1.06
H -2.45512 -1.58313 6.56958 0.02 -0.01 0.02 0.38
H -3.89928 -2.25161 5.82160 -0.03 0.01 0.00 0.34
H -2.90774 -1.08269 4.93995 -0.01 0.02 0.00 0.08
H -1.47485 -4.65688 6.97517 0.02 0.02 0.02 0.33
H -1.32587 -5.65670 5.53160 0.00 -0.03 0.00 0.32
H -2.92092 -5.19304 6.12701 -0.01 -0.03 0.01 0.32
H 0.36410 -2.42869 5.53608 -0.01 0.00 0.04 0.44
H -0.08735 -1.92595 3.90244 0.02 0.01 -0.01 -0.21
H 0.50549 -3.57187 4.20601 0.02 0.00 -0.03 0.32
H -3.68989 -4.05433 3.33209 -0.01 -0.05 0.03 0.46
H -2.13903 -4.70552 2.83656 0.00 0.02 -0.06 0.61
H -4.03242 -0.21368 2.36146 -0.04 0.01 0.05 -0.31
H -4.62580 -1.65197 3.17550 -0.02 -0.02 0.01 0.40
H -5.06534 -3.72394 0.18032 0.01 0.01 -0.01 0.35
H -6.67545 -3.26053 -0.36268 -0.02 0.01 -0.02 0.36
H -6.41342 -3.67371 1.32481 0.00 -0.05 0.00 0.33
H -3.95828 -0.80991 -0.88375 -0.01 -0.01 -0.01 0.07
H -4.87982 0.61411 -0.36499 0.03 0.02 -0.03 0.25
H -5.58870 -0.54365 -1.48805 -0.04 -0.01 -0.01 0.45
H -7.54560 -1.08967 2.40133 -0.02 0.00 0.02 0.33
H -7.97570 -0.63426 0.75744 -0.03 0.02 0.00 0.34
H -7.03399 0.47157 1.75394 0.01 0.03 0.01 0.33
```
Forces are in eV/Å.

Calculated values
**Total charge**: +2
**Gap between HOMO and LUMO**: 4.80 eV